No. 1
C12H11AsF6N3O11RhS3 as an isolated structure. Source: the Open Molecules 2025 dataset; level of theory: wB97M-V/def2-TZVPD.

Summary:
E_tot, Ha: -5595.668299
HOMO, eV: -9.34
Orbital gap, eV: 7.4
Charge: 0

Geometry (Å):
Rh -0.110 0.923 -1.198
F 4.509 0.343 -0.618
C 4.273 1.644 -0.710
F 5.072 2.193 -1.604
F 4.457 2.213 0.478
S 2.518 1.853 -1.225
O 1.693 1.408 -0.068
O 2.297 1.013 -2.378
N 2.433 3.391 -1.460
S 0.986 4.053 -1.486
O 0.989 5.232 -2.271
O -0.075 3.064 -1.726
C 0.689 4.632 0.266
F 1.846 4.823 0.896
F -0.016 3.720 0.945
F 0.014 5.770 0.236
O -3.660 0.021 -2.643
C -2.523 -0.162 -2.280
O -1.626 0.813 -2.351
C -2.085 -1.521 -1.800
C -3.034 -2.519 -1.961
C -2.736 -3.831 -1.650
C -1.489 -4.190 -1.187
C -0.567 -3.186 -0.983
C -0.810 -1.835 -1.287
O 0.164 -0.977 -1.093
N 0.730 -3.602 -0.436
O 1.200 -2.939 0.478
O 1.203 -4.643 -0.839
N -3.753 -4.875 -1.835
O -3.435 -6.020 -1.571
O -4.846 -4.532 -2.236
H -4.007 -2.249 -2.344
H -1.244 -5.218 -0.970
C -1.219 -0.673 3.403
As -0.146 0.471 2.301
C 1.547 -0.381 2.054
C 0.181 2.088 3.284
S -1.435 0.805 0.593
H -0.717 -0.827 4.357
H -1.343 -1.619 2.882
H -2.193 -0.214 3.565
H 1.818 -0.775 3.034
H 2.274 0.353 1.719
H 1.448 -1.188 1.327
H 0.400 1.822 4.317
H -0.702 2.720 3.234
H 1.030 2.607 2.843

Atomic partial charges in e from the Mulliken method, atoms 1 to 5: 0.928, -0.196, 0.541, -0.180, -0.213

---

No. 2
C12H11Br2FN5NiO3 as an isolated structure in a non-equilibrium geometry. Source: the Open Molecules 2025 dataset; level of theory: wB97M-V/def2-TZVPD.

Summary:
E_tot, Ha: -7719.677723
HOMO (spin up / spin down), eV: -4.92 / -4.97
Orbital gap (spin up / spin down), eV: 7.1 / 7.1
Charge: -1
Spin multiplicity: 3

Geometry (Å):
Ni -0.893 0.028 0.248
N -1.136 -1.516 1.745
N -2.178 -1.144 2.630
C -2.548 0.248 2.633
O -3.282 0.622 3.530
O -2.133 0.899 1.644
H -1.322 -2.450 1.377
H -0.219 -1.501 2.201
H -2.152 -1.561 3.555
Br -1.178 2.177 -1.004
C -3.056 1.697 -0.836
Br -3.245 -0.219 -0.962
H -3.626 2.175 -1.630
H -3.367 1.981 0.166
N 2.598 0.949 -0.086
C 1.762 1.238 0.958
O 0.833 0.449 1.242
C 2.078 2.387 1.739
C 3.177 3.179 1.436
N 4.095 3.831 1.176
C 1.320 2.756 2.850
N 0.736 3.090 3.785
H 3.254 1.647 -0.393
H 2.291 0.250 -0.743
F 1.781 -3.297 -4.271
C 1.214 -2.544 -3.284
C 0.299 -1.570 -3.624
C -0.278 -0.817 -2.613
C 0.021 -1.016 -1.258
C 0.973 -2.007 -0.978
C 1.567 -2.772 -1.971
H 0.041 -1.406 -4.659
H -0.988 -0.063 -2.925
H 1.268 -2.186 0.050
H 2.294 -3.536 -1.734

Atomic partial charges in e from the Mulliken method, atoms 1 to 5: 0.408, -0.287, -0.422, 0.553, -0.739

---

No. 3
C12H11BrIrNO4SSe4 as an isolated structure in a non-equilibrium geometry. Source: the Open Molecules 2025 dataset; level of theory: wB97M-V/def2-TZVPD.

Summary:
E_tot, Ha: -13501.665439
HOMO (spin up / spin down), eV: -11.40 / -11.30
Orbital gap (spin up / spin down), eV: 6.9 / 5.7
Charge: +1
Spin multiplicity: 2

Geometry (Å):
Ir 0.060 -0.223 -0.041
Se 1.630 -0.736 1.624
Se 2.866 -2.534 0.901
Se 2.213 -2.642 -1.322
Se 1.784 -0.378 -1.729
O 0.521 5.917 0.013
C 0.560 4.588 0.031
C 1.665 3.845 0.447
C 1.588 2.472 0.439
N 0.485 1.816 0.049
C -0.544 2.547 -0.391
Br -1.942 1.490 -1.088
C -0.578 3.912 -0.419
H 1.347 6.308 0.326
H 2.577 4.327 0.772
H 2.426 1.861 0.744
H -1.436 4.453 -0.789
C -7.007 -4.525 -0.576
C -5.659 -3.937 -0.267
C -5.502 -2.566 -0.076
C -4.263 -2.025 0.218
C -3.171 -2.877 0.327
C -3.298 -4.251 0.146
C -4.543 -4.767 -0.154
S -1.599 -2.223 0.656
O -0.791 -3.187 1.323
O -1.749 -0.880 1.294
O -0.982 -1.831 -0.694
H -7.758 -3.751 -0.719
H -7.335 -5.172 0.239
H -6.964 -5.135 -1.479
H -6.364 -1.916 -0.151
H -4.141 -0.963 0.385
H -2.434 -4.892 0.254
H -4.657 -5.835 -0.294

Atomic partial charges in e from the Mulliken method, atoms 1 to 5: 1.146, -0.041, 0.142, -0.015, -0.187

---

No. 4
C12H11Cl2CoN4S as an isolated structure. Source: the Open Molecules 2025 dataset; level of theory: wB97M-V/def2-TZVPD.

Summary:
E_tot, Ha: -3383.617783
HOMO (spin up / spin down), eV: -15.89 / -15.88
Orbital gap (spin up / spin down), eV: 7.3 / 5.7
Charge: +2

Geometry (Å):
Co 0.186 -1.107 -0.410
N -1.006 1.262 1.236
C 0.132 0.701 1.768
C 0.607 1.143 3.006
C 1.748 0.587 3.524
C 2.435 -0.403 2.805
C 1.926 -0.792 1.605
N 0.786 -0.247 1.093
C -1.657 0.982 0.059
C -2.803 1.706 -0.282
C -3.451 1.427 -1.457
C -2.958 0.426 -2.308
C -1.839 -0.244 -1.926
N -1.191 0.032 -0.757
H -1.421 1.996 1.791
H 0.069 1.916 3.538
H 2.117 0.916 4.487
H 3.343 -0.853 3.178
H 2.415 -1.545 0.996
H -3.165 2.475 0.387
H -4.344 1.978 -1.723
H -3.441 0.183 -3.243
H -1.411 -1.031 -2.539
S -0.961 -2.698 0.627
C -0.418 -3.559 -0.695
N 0.024 -4.059 -1.648
Cl 3.900 0.359 -1.449
C 2.902 -0.149 -2.767
Cl 1.661 -1.404 -2.207
H 3.475 -0.683 -3.517
H 2.339 0.683 -3.172

Atomic partial charges in e from the Mulliken method, atoms 1 to 5: -0.433, -0.110, 1.015, -0.789, -0.350

---

No. 5
C12H11Cl2I2N4O8STl as an isolated structure in a non-equilibrium geometry. Source: the Open Molecules 2025 dataset; level of theory: wB97M-V/def2-TZVPD.

Summary:
E_tot, Ha: -3371.182118
HOMO, eV: -3.77
Orbital gap, eV: 7.7
Charge: -2

Geometry (Å):
Tl 1.076 2.427 -2.872
N 0.889 0.407 4.474
C 1.504 0.636 3.201
C 2.735 -0.093 2.971
C 3.429 0.060 1.790
C 2.897 1.034 0.935
C 1.826 1.839 1.202
C 1.059 1.639 2.323
S 3.696 1.201 -0.605
O 3.969 2.599 -0.860
O 4.889 0.376 -0.568
N 2.513 0.772 -1.739
C 1.632 -0.277 -1.648
N 0.694 -0.300 -2.596
C -0.246 -1.252 -2.550
C -0.258 -2.254 -1.635
C 0.831 -2.226 -0.787
N 1.720 -1.230 -0.753
H 0.999 -0.536 4.870
H -0.107 0.682 4.578
H 3.012 -0.662 3.864
H 4.395 -0.502 1.581
H 1.764 2.731 0.621
H 0.220 2.254 2.560
H -0.960 -1.202 -3.319
H -1.025 -3.046 -1.710
H 1.086 -2.943 -0.062
O -2.976 3.889 -2.180
Cl -1.992 3.465 -1.266
O -2.533 3.427 0.071
O -0.874 4.402 -1.273
O -1.482 2.125 -1.671
Cl -2.289 -1.139 1.822
C -3.297 -1.015 0.391
C -3.754 -2.382 -0.184
O -4.237 -3.279 0.495
O -3.503 -2.323 -1.430
H -2.943 -0.315 -0.398
H -4.290 -0.622 0.701
I -4.402 -3.478 -3.029
I -5.668 -4.889 -5.316

Atomic partial charges in e from the Mulliken method, atoms 1 to 5: 0.678, -0.653, 0.984, -0.563, -0.527

---

No. 6
One molecule with the formula C12H11ClN2O2S2 in a non-equilibrium geometry. Source: the Open Molecules 2025 dataset; level of theory: wB97M-V/def2-TZVPD.

Summary:
E_tot, Ha: -1980.347239
HOMO, eV: -8.57
SMILES: NC(=O)N(O)Cc1ccc(Sc2ccc(Cl)cc2)s1
Orbital gap, eV: 8.9
Charge: 0

Geometry (Å):
O -2.112 -3.792 -3.858
Cl 3.970 4.264 4.075
O 0.556 -3.840 -3.214
S 0.286 -0.382 -1.261
S -0.281 2.485 -0.286
C -1.754 -3.133 -2.900
C -0.470 0.754 -0.138
C -1.367 0.135 0.636
C -1.427 -1.270 0.489
C -0.596 -1.642 -0.532
C 1.626 4.484 2.661
C 2.824 2.433 2.305
C 0.648 4.060 1.748
C 1.837 2.056 1.399
C 2.723 3.626 2.990
C 0.689 2.820 1.169
N -2.761 -2.459 -2.391
N -0.458 -3.100 -2.429
C -0.291 -3.049 -0.999
H 0.149 -4.207 -4.043
H -2.178 0.654 1.162
H -2.149 -1.954 1.025
H 1.624 5.465 2.980
H 3.699 1.848 2.404
H -0.249 4.551 1.490
H 2.128 1.196 0.782
H -2.710 -2.148 -1.417
H -3.733 -2.796 -2.669
H -0.955 -3.818 -0.480
H 0.730 -3.241 -0.700

Atomic partial charges in e from the Mulliken method, atoms 1 to 5: -0.699, -0.205, -0.499, -0.085, -0.150

---

> charge of number 2 (C12H11Br2FN5NiO3)?

-1

---

Repeat the second record exactly.
C12H11Br2FN5NiO3 as an isolated structure in a non-equilibrium geometry. Source: the Open Molecules 2025 dataset; level of theory: wB97M-V/def2-TZVPD.

Summary:
E_tot, Ha: -7719.677723
HOMO (spin up / spin down), eV: -4.92 / -4.97
Orbital gap (spin up / spin down), eV: 7.1 / 7.1
Charge: -1
Spin multiplicity: 3

Geometry (Å):
Ni -0.893 0.028 0.248
N -1.136 -1.516 1.745
N -2.178 -1.144 2.630
C -2.548 0.248 2.633
O -3.282 0.622 3.530
O -2.133 0.899 1.644
H -1.322 -2.450 1.377
H -0.219 -1.501 2.201
H -2.152 -1.561 3.555
Br -1.178 2.177 -1.004
C -3.056 1.697 -0.836
Br -3.245 -0.219 -0.962
H -3.626 2.175 -1.630
H -3.367 1.981 0.166
N 2.598 0.949 -0.086
C 1.762 1.238 0.958
O 0.833 0.449 1.242
C 2.078 2.387 1.739
C 3.177 3.179 1.436
N 4.095 3.831 1.176
C 1.320 2.756 2.850
N 0.736 3.090 3.785
H 3.254 1.647 -0.393
H 2.291 0.250 -0.743
F 1.781 -3.297 -4.271
C 1.214 -2.544 -3.284
C 0.299 -1.570 -3.624
C -0.278 -0.817 -2.613
C 0.021 -1.016 -1.258
C 0.973 -2.007 -0.978
C 1.567 -2.772 -1.971
H 0.041 -1.406 -4.659
H -0.988 -0.063 -2.925
H 1.268 -2.186 0.050
H 2.294 -3.536 -1.734

Atomic partial charges in e from the Mulliken method, atoms 1 to 5: 0.408, -0.287, -0.422, 0.553, -0.739

---

> Number 6 is which compound?

C12H11ClN2O2S2